1.
{"formula": "C7H11O6", "method": "the ωB97M-V functional and the def2-TZVPD basis", "symbols": ["O", "O", "O", "O", "O", "O", "C", "C", "C", "C", "C", "C", "C", "H", "H", "H", "H", "H", "H", "H", "H", "H", "H", "H"], "xyz": [[-3.41735, -1.10274, 0.12689], [0.15905, -1.48646, 0.07973], [3.34579, 0.03655, -0.14331], [-2.97975, 1.42027, 0.44214], [0.91832, 1.48900, 1.28752], [-0.80432, 0.37438, -1.72776], [-2.16687, -0.82810, 0.16606], [-0.66742, 1.16012, -0.54200], [-1.16963, -1.73381, 0.07690], [2.45108, -0.92632, 0.28372], [-1.80333, 0.61719, 0.50574], [0.69214, 0.96080, -0.00109], [1.08787, -0.52567, 0.09746], [4.14344, -0.51234, -0.40436], [-3.61678, -2.01834, -0.03523], [-3.59510, 1.00334, -0.09006], [-1.38054, -2.79874, -0.20287], [2.64693, -1.85875, -0.17621], [-0.86960, 2.24955, -0.62906], [1.48316, 1.43830, -0.79125], [-1.28480, 0.76916, 1.39299], [1.09547, 2.41811, 1.08766], [2.66451, -1.19411, 1.36313], [-0.59777, 0.85299, -2.59504]], "forces_ev_per_a": [[-1.93, 0.52, -0.09], [4.21, 1.68, 0.40], [1.87, -0.64, -0.85], [3.14, 1.07, 2.05], [-0.12, 0.42, -0.79], [0.49, 1.50, -1.75], [3.88, 1.02, 1.43], [-2.55, -0.50, 0.00], [-1.71, -1.32, -1.03], [1.26, -0.84, 1.78], [-1.08, 0.79, -3.78], [3.05, -0.53, -1.24], [-5.10, -0.37, -0.18], [-1.04, 1.55, 0.33], [-0.14, -0.84, -0.22], [-2.10, -1.26, -1.72], [0.48, 1.13, 0.53], [-0.22, -1.25, -0.86], [-0.03, -0.66, -0.26], [-1.66, -1.29, 1.64], [0.25, -0.14, 2.28], [0.18, 0.14, 0.78], [-0.76, 0.46, -0.47], [-0.37, -0.65, 2.01]], "nbo_charge": [-0.605, -0.365, -0.682, -0.669, -0.677, -0.744, 0.377, 0.047, -0.026, -0.200, 0.026, -0.034, 0.639, 0.501, 0.515, 0.481, 0.217, 0.235, 0.226, 0.253, 0.223, 0.497, 0.255, 0.512], "total_charge": 1, "homo_ev": -13.0450, "e_above_lowest_kj_mol": 189.8, "spin_multiplicity": 1, "total_energy_ev": -19711.3662, "homo_lumo_gap_ev": 7.77}

=====

2.
{"formula": "C7H11O7", "method": "the ωB97M-V functional and the def2-TZVPD basis", "symbols": ["O", "O", "O", "O", "O", "O", "O", "C", "C", "C", "C", "C", "C", "C", "H", "H", "H", "H", "H", "H", "H", "H", "H", "H", "H"], "xyz": [[-3.32092, -0.10086, -0.91629], [2.16095, 1.89671, 0.16361], [-0.54816, 2.28453, -0.31111], [-0.87813, -0.49552, -1.71455], [-0.27552, 1.04270, 1.62834], [-2.79751, 0.15122, 1.27307], [1.33987, 0.90241, -1.62563], [1.30573, 0.86738, -0.22813], [-0.07419, 1.07253, 0.28060], [-0.98334, -0.30791, -0.31999], [1.09791, -1.66833, 0.23440], [-0.39257, -1.54596, 0.36330], [-2.56300, -0.07233, 0.07053], [1.89476, -0.40190, 0.31218], [2.72273, -0.66373, -0.37982], [-1.16280, 0.81778, 1.86074], [-0.67934, -1.38923, 1.43999], [0.49374, 0.40098, -1.92442], [-1.76260, -0.82994, -1.98629], [-1.40434, 2.53009, 0.06711], [1.87836, 2.62179, -0.25535], [1.34544, -2.23901, 1.20258], [2.35241, -0.26392, 1.32952], [1.19944, -2.12507, -0.64340], [-0.94894, -2.48441, 0.07901]], "forces_ev_per_a": [[-0.01, -0.35, 0.27], [2.15, -3.86, 3.08], [0.20, -0.21, 0.16], [-0.26, -0.06, -0.41], [3.03, 0.91, 0.48], [-0.03, 0.12, 0.33], [-2.05, -1.34, -0.82], [1.43, 0.31, 0.27], [-4.34, -1.69, -1.91], [-0.31, 0.91, 1.30], [-1.60, 0.56, 5.21], [-2.34, 0.87, 2.09], [1.63, 0.06, -1.06], [2.20, -0.61, 0.17], [0.11, 0.81, 0.55], [-1.90, -0.66, -0.26], [0.32, -0.31, -0.79], [1.57, 1.04, 0.10], [0.20, 0.77, 0.13], [0.19, -0.41, 0.04], [-1.76, 4.49, -2.52], [0.30, -0.04, -2.03], [-0.71, 0.17, -0.93], [1.37, -2.33, -3.33], [0.61, 0.86, -0.11]], "nbo_charge": [-0.756, -0.705, -0.744, -0.790, -0.743, -0.785, -0.752, 0.442, 0.495, 0.104, -0.409, -0.431, 0.759, -0.430, 0.218, 0.516, 0.215, 0.510, 0.518, 0.481, 0.468, 0.204, 0.219, 0.197, 0.200], "total_charge": -1, "homo_ev": -5.0730, "smiles": "O=C([O-])[C@]1(O)CCCC(O)(O)C1(O)O", "e_above_lowest_kj_mol": 100.7, "spin_multiplicity": 1, "total_energy_ev": -21771.4120, "homo_lumo_gap_ev": 8.67}

=====

3.
{"formula": "C7H11PS2", "method": "the ωB97M-V functional and the def2-TZVPD basis", "symbols": ["S", "S", "P", "C", "C", "C", "C", "C", "C", "C", "H", "H", "H", "H", "H", "H", "H", "H", "H", "H", "H"], "xyz": [[2.05339, 2.30154, 0.25548], [3.45411, -1.75452, -0.72366], [1.11809, 0.57982, -0.65551], [-0.91770, -0.67015, 0.37179], [-1.46234, 0.14748, -0.74929], [3.60681, 1.52801, 0.69522], [-0.53245, 1.08670, -1.11057], [0.44714, -0.57535, 0.49968], [-1.75199, -1.76567, 1.02812], [-2.85592, 0.17643, -1.16825], [4.02839, 0.75956, 0.12765], [3.32371, 1.22809, 1.80630], [-3.15669, -0.85512, -1.57667], [4.27578, 2.40055, 0.75654], [-1.48648, -1.89932, 2.12940], [-2.83833, -1.60136, 0.72952], [-0.56459, 1.76354, -1.94140], [-3.43753, 0.32717, -0.26549], [-2.87070, 0.84890, -1.95723], [0.98105, -1.24514, 1.13170], [-1.41373, -2.78114, 0.61669]], "forces_ev_per_a": [[-1.17, -0.77, -1.20], [-0.31, 0.19, -0.14], [0.42, 0.15, 0.23], [0.99, -1.36, -0.79], [2.48, 1.61, 1.82], [-1.00, 1.84, 4.25], [0.32, -1.00, -0.97], [-1.86, 0.25, 0.65], [0.46, -0.98, -0.29], [-0.14, -3.46, 0.36], [0.20, -1.17, -1.01], [1.45, 0.02, -2.24], [0.29, 1.35, 0.51], [0.11, -0.53, 0.07], [-0.97, 0.64, -1.29], [1.29, -0.49, 1.10], [-0.69, 0.41, -0.21], [-0.65, 0.58, -0.31], [-1.05, 1.56, -1.18], [0.49, -0.18, 0.46], [-0.66, 1.34, 0.18]], "nbo_charge": [-0.023, -0.123, 0.781, 0.004, 0.017, -0.756, -0.553, -0.570, -0.663, -0.643, 0.244, 0.222, 0.219, 0.229, 0.239, 0.221, 0.227, 0.233, 0.231, 0.233, 0.233], "homo_ev": [-8.2219, -8.2209], "e_above_lowest_kj_mol": 327.0, "spin_multiplicity": 1, "total_energy_ev": -38392.1517, "homo_lumo_gap_ev": [5.83, 5.88]}

=====

4.
{"formula": "C7H12", "method": "the ωB97M-V functional and the def2-TZVPD basis", "symbols": ["C", "C", "C", "C", "C", "C", "C", "H", "H", "H", "H", "H", "H", "H", "H", "H", "H", "H", "H"], "xyz": [[0.25531, -0.31277, -0.28449], [-2.14983, 0.01223, -1.10591], [1.68693, 0.00107, -0.42667], [2.26150, 0.14689, -1.62463], [0.00417, 0.33210, 2.15875], [-0.65148, 0.30493, -1.09176], [-0.18802, -0.73811, 1.09711], [0.37060, -1.62800, 1.41743], [1.61803, 0.28480, -2.48441], [-0.62723, 1.20653, 2.00030], [-0.28372, 1.10530, -1.72629], [-2.16098, -1.02177, -0.75234], [-2.63616, 0.65697, -0.37174], [-0.26559, -0.01314, 3.16303], [-1.22802, -1.08150, 1.13184], [1.06404, 0.57484, 2.22902], [-2.59405, 0.11028, -2.08911], [2.19493, -0.21254, 0.51079], [3.32958, 0.27190, -1.75093]], "forces_ev_per_a": [[-1.49, 2.77, 0.13], [1.64, -0.23, 0.94], [-0.29, -1.50, -0.31], [0.11, 0.65, 0.73], [0.10, 0.04, 0.46], [0.19, -0.37, 0.12], [-0.24, -1.87, 0.18], [0.11, 0.07, -0.01], [0.16, -0.31, -0.17], [0.32, 0.17, -0.33], [0.03, -0.34, -0.46], [-0.86, 0.09, -0.19], [-0.36, -0.03, -0.16], [-0.04, -0.34, -0.21], [0.08, 0.20, -0.29], [-0.08, 0.51, -0.08], [-0.04, 0.03, -0.05], [0.71, 0.41, -0.33], [-0.05, 0.02, 0.02]], "nbo_charge": [-0.061, -0.657, -0.212, -0.376, -0.597, -0.134, -0.433, 0.200, 0.194, 0.207, 0.191, 0.216, 0.216, 0.211, 0.212, 0.203, 0.222, 0.197, 0.200], "homo_ev": -8.2487, "smiles": "C=C/C(=C/C)CC", "e_above_lowest_kj_mol": 152.3, "spin_multiplicity": 1, "total_energy_ev": -7451.8526, "homo_lumo_gap_ev": 9.31}

=====

5.
{"formula": "C7H12", "method": "the ωB97M-V functional and the def2-TZVPD basis", "symbols": ["C", "C", "C", "C", "C", "C", "C", "H", "H", "H", "H", "H", "H", "H", "H", "H", "H", "H", "H"], "xyz": [[1.79394, -0.16091, -1.18408], [1.11993, 1.90536, 1.01796], [-0.40649, 0.05276, 0.14861], [-1.39686, -0.94650, 0.53893], [0.26463, -0.06090, -1.21473], [-1.81276, -2.03681, -0.10290], [-0.09532, 1.01064, 1.02703], [-0.04395, 0.86556, -1.69817], [2.02117, 1.31097, 0.92608], [-1.78907, -0.82756, 1.54318], [-0.77826, 1.23343, 1.83978], [2.18937, -0.51708, -0.23898], [2.11425, -0.94320, -1.86279], [-0.16688, -0.96000, -1.63732], [-2.58714, -2.69775, 0.24225], [1.10241, 2.65999, 0.23077], [1.19802, 2.36378, 2.00299], [-1.30656, -2.30751, -1.02050], [2.29975, 0.76306, -1.45760]], "forces_ev_per_a": [[0.16, -0.57, -0.25], [-0.33, -0.24, 0.20], [0.61, -0.19, 0.01], [-0.87, -0.23, 0.59], [-0.01, 0.13, 1.50], [0.86, 0.33, -0.65], [0.08, 0.47, 0.11], [-0.06, -0.35, -0.69], [0.15, -0.01, -0.28], [-0.25, 0.42, 0.03], [0.03, -0.59, 0.28], [-0.13, 0.20, 0.38], [0.10, 0.06, -0.50], [0.08, 0.31, -0.75], [0.02, -0.08, 0.34], [0.07, 0.12, 0.04], [-0.07, 0.39, -0.17], [-0.40, -0.15, -0.26], [-0.03, -0.01, 0.06]], "nbo_charge": [-0.611, -0.660, -0.035, -0.191, -0.442, -0.402, -0.151, 0.220, 0.221, 0.198, 0.194, 0.208, 0.211, 0.211, 0.206, 0.217, 0.217, 0.178, 0.210], "homo_ev": -8.3003, "smiles": "C=C/C(=C/C)CC", "e_above_lowest_kj_mol": 133.3, "spin_multiplicity": 1, "total_energy_ev": -7452.0493, "homo_lumo_gap_ev": 9.34}

=====

6.
{"formula": "C7H12", "method": "the ωB97M-V functional and the def2-TZVPD basis", "symbols": ["C", "C", "C", "C", "C", "C", "C", "H", "H", "H", "H", "H", "H", "H", "H", "H", "H", "H", "H"], "xyz": [[-1.55666, -0.43084, -2.56230], [0.55268, -0.98713, 0.42457], [-0.58186, -0.35189, -0.29014], [-0.33819, -0.06545, -1.71298], [0.91516, -0.24191, 1.70329], [-0.05813, 0.76219, 2.24836], [1.20421, 1.22726, 1.57520], [-0.98922, 0.84414, 1.69808], [-2.44091, 0.09838, -2.19793], [0.11425, -1.96666, 0.69871], [1.14128, 1.66352, 0.57876], [-0.13887, 0.88973, 3.32204], [1.52415, -0.80391, 2.40785], [-1.75235, -1.50413, -2.47381], [1.45884, -1.19256, -0.17530], [-0.25073, 1.04092, -1.67676], [-1.39426, -0.19846, -3.61798], [1.98406, 1.65926, 2.19480], [0.60656, -0.44243, -2.14446]], "forces_ev_per_a": [[-0.11, -0.01, -0.12], [-0.01, 0.14, -0.07], [0.32, -0.10, -0.20], [-0.01, -0.16, 0.06], [0.04, -0.12, 0.09], [-0.17, 0.03, 0.16], [0.13, 0.14, -0.06], [0.16, 0.08, 0.19], [0.11, -0.08, -0.09], [0.01, 0.12, -0.04], [-0.06, -0.05, 0.20], [0.09, -0.05, -0.10], [-0.11, 0.10, -0.11], [-0.01, 0.15, -0.10], [-0.12, 0.11, 0.06], [0.01, -0.15, 0.04], [-0.03, 0.00, 0.11], [-0.11, -0.09, -0.08], [-0.13, -0.06, 0.07]], "nbo_charge": [-0.587, -0.588, 0.215, -0.596, -0.211, -0.427, -0.426, 0.248, 0.221, 0.272, 0.202, 0.214, 0.217, 0.204, 0.177, 0.269, 0.209, 0.217, 0.174], "homo_ev": -8.1034, "e_above_lowest_kj_mol": 415.0, "spin_multiplicity": 1, "total_energy_ev": -7449.1305, "homo_lumo_gap_ev": 8.31}

=====

7.
{"formula": "C7H12", "method": "the ωB97M-V functional and the def2-TZVPD basis", "symbols": ["C", "C", "C", "C", "C", "C", "C", "H", "H", "H", "H", "H", "H", "H", "H", "H", "H", "H", "H"], "xyz": [[2.91778, 1.51068, 0.87807], [-0.30053, -0.35006, 0.22890], [-1.72002, -0.03336, -0.22088], [0.65336, 0.80101, 0.00952], [-0.01563, -1.50351, 0.81778], [2.03822, 0.58782, 0.53080], [-2.25373, -0.84665, -1.39628], [0.96735, -1.70073, 1.20525], [-2.61854, -1.83999, -1.12461], [2.43945, -0.40733, 0.36776], [-0.83051, -2.21878, 0.78304], [-2.31941, -0.15498, 0.68590], [-1.48951, -0.98252, -2.15940], [-3.12110, -0.35659, -1.82792], [-1.81992, 1.02190, -0.48289], [2.68901, 2.50858, 1.23115], [3.95340, 1.23561, 1.00864], [0.24557, 1.67953, 0.51583], [0.58476, 1.04938, -1.05064]], "forces_ev_per_a": [[0.20, 0.10, 1.02], [-0.21, 0.75, -0.16], [0.04, -0.08, 0.32], [-0.48, -0.12, 1.34], [-0.45, 0.46, -0.74], [0.41, -0.23, -1.58], [-0.24, -0.38, 0.15], [0.03, -0.44, 0.12], [0.28, -0.03, 0.20], [0.02, -0.08, -0.11], [0.37, -0.39, 0.57], [-0.35, -0.08, -0.26], [0.00, 0.11, -0.11], [-0.02, 0.19, -0.21], [0.28, 0.05, 0.03], [-0.30, 0.21, -0.57], [0.11, -0.15, 0.18], [-0.20, 0.13, -0.01], [0.52, -0.02, -0.18]], "nbo_charge": [-0.381, 0.061, -0.446, -0.490, -0.442, -0.168, -0.602, 0.205, 0.205, 0.190, 0.201, 0.217, 0.208, 0.209, 0.202, 0.190, 0.194, 0.218, 0.228], "homo_ev": -9.2793, "smiles": "C=CCC(=C)CC", "e_above_lowest_kj_mol": 136.7, "spin_multiplicity": 1, "total_energy_ev": -7452.0142, "homo_lumo_gap_ev": 10.34}

=====

8.
{"formula": "C7H12", "method": "the ωB97M-V functional and the def2-TZVPD basis", "symbols": ["C", "C", "C", "C", "C", "C", "C", "H", "H", "H", "H", "H", "H", "H", "H", "H", "H", "H", "H"], "xyz": [[-0.16628, 0.11355, -0.08823], [1.16804, -1.43083, 1.55458], [-0.53935, 0.34854, -1.35104], [-0.21209, 1.67412, -2.02777], [-0.05146, 1.32523, 0.84872], [-0.85491, -2.14528, 0.20830], [0.04852, -1.21555, 0.55088], [2.07937, -1.38266, 0.94266], [-1.00144, 2.43378, -2.13257], [-0.80825, -0.43448, -2.06066], [0.22654, 1.62664, -3.01897], [-0.16284, 0.96704, 1.88113], [1.00311, -2.29770, 2.18306], [-0.89309, -3.13640, 0.64392], [0.93628, 1.78772, 0.79730], [-0.87644, 2.03393, 0.77406], [-1.63870, -1.84708, -0.46575], [0.58767, 2.11084, -1.41840], [1.15529, -0.53140, 2.17877]], "forces_ev_per_a": [[-0.07, 1.14, 0.62], [-0.74, 1.55, -1.08], [0.88, -0.04, -1.27], [-0.08, 0.83, 0.93], [0.31, -0.93, 0.73], [0.43, 0.16, 0.65], [-1.64, -0.86, -0.46], [0.17, -0.51, 0.67], [-0.09, -0.33, 0.30], [0.26, -0.24, 0.40], [-0.11, -0.77, -0.23], [0.18, 0.00, -0.15], [0.33, -0.25, -0.26], [0.16, -0.04, -0.10], [-0.16, 0.35, -0.04], [0.30, 0.14, -0.64], [-0.23, -0.24, -0.13], [-0.27, 0.34, -0.15], [0.36, -0.29, 0.20]], "nbo_charge": [-0.021, -0.642, -0.180, -0.649, -0.658, -0.395, -0.004, 0.224, 0.212, 0.199, 0.220, 0.212, 0.226, 0.192, 0.217, 0.226, 0.197, 0.208, 0.214], "homo_ev": -8.3252, "smiles": "C=C(C)/C(C)=C/C", "e_above_lowest_kj_mol": 147.5, "spin_multiplicity": 1, "total_energy_ev": -7451.9029, "homo_lumo_gap_ev": 9.33}